# C2H4BrP

A single C2H4BrP molecule (wB97M-V/def2-TZVPD, the Open Molecules 2025 dataset).

Last columns: bonded neighbours and bond lengths (Å).
Positions of all 8 atoms, in Å:
1 C 1.109 0.776 -0.491  C2 1.328, H5 1.036, H6 1.157
2 C 0.570 -0.227 0.194  C1 1.328, P3 1.875, H7 1.106
3 P -1.131 -0.946 -0.129  C2 1.875, Br4 2.438, H8 1.501
4 Br -3.215 0.318 -0.186  P3 2.438
5 H 0.603 1.417 -1.130  C1 1.036
6 H 2.195 1.121 -0.287  C1 1.157
7 H 1.116 -1.014 0.746  C2 1.106
8 H -1.246 -1.445 1.282  P3 1.501

Results
orbital gap: 8.3 eV
E_HOMO: -9.07 eV
total charge: 0
relative energy (zero: lowest compared OMol25 entry of this formula, charge and spin): 103.26 kJ/mol
multiplicity: 1